DFT (ωB97M-V with the def2-TZVPD basis set) results for a molecular structure, C33H26N5O3PPr at a distorted geometry.

Geometry as ORCA input:
```
! RIJCOSX wB97M-V def2-TZVPD def2/J DEFGRID3
* xyz -1 3
Pr -0.15814 0.31137 -0.35832
C -4.33818 2.12828 -0.56136
C -3.16120 1.25427 -0.21274
O -2.01040 1.75307 -0.42290
C -3.38646 -0.05717 0.23558
C -2.41453 -0.93287 0.78770
C -2.61551 -2.41599 0.66159
N -1.35328 -0.58706 1.50766
N -1.31865 0.72250 2.02096
C -0.21894 1.43698 2.00057
O 0.90044 1.21211 1.33746
C -0.28550 2.70998 2.77690
C -0.48700 2.67252 4.14911
C -0.53435 3.85447 4.87993
C -0.38977 5.07496 4.23451
C -0.18000 5.11161 2.86000
C -0.11763 3.93109 2.13440
H -4.76294 1.81884 -1.51985
H -3.99452 3.15643 -0.65165
H -5.12549 2.06595 0.19013
H -4.38146 -0.46842 0.09910
H -3.01644 -2.68836 -0.31365
H -3.32262 -2.74118 1.43181
H -1.67559 -2.94376 0.81050
H -0.61108 1.71326 4.63710
H -0.68606 3.81879 5.95188
H -0.44268 5.99741 4.80014
H -0.06353 6.06144 2.35275
H 0.05225 3.95264 1.06508
O -0.25820 -1.70095 -1.33925
C 0.98722 -1.68292 -1.16361
C 1.70330 -2.98562 -1.01726
C 2.05427 -3.80143 -2.08324
C 2.87032 -4.90325 -1.86296
C 3.32725 -5.18970 -0.58176
C 2.98646 -4.35937 0.47803
C 2.19024 -3.23518 0.27440
P 1.69603 -1.95444 1.52712
C 1.34872 -2.98657 3.01237
C 0.02984 -3.08095 3.44686
C -0.30435 -3.88573 4.53310
C 0.67550 -4.60219 5.20045
C 2.00445 -4.48524 4.80100
C 2.33477 -3.67691 3.72472
C 3.30800 -1.21148 1.98280
C 3.49313 -0.64626 3.24381
C 4.68148 -0.00842 3.56709
C 5.70064 0.09064 2.62616
C 5.51270 -0.43702 1.35686
C 4.32132 -1.07808 1.03625
H 1.69263 -3.57179 -3.07843
H 3.14528 -5.54266 -2.69300
H 3.95348 -6.05601 -0.40833
H 3.34794 -4.59455 1.47170
H -0.73185 -2.50027 2.93839
H -1.33600 -3.93880 4.85853
H 0.41134 -5.23868 6.03624
H 2.78122 -5.02013 5.33379
H 3.37716 -3.55556 3.45360
H 2.69992 -0.70239 3.98129
H 4.81045 0.41548 4.55561
H 6.63042 0.58543 2.87918
H 6.29252 -0.35188 0.60993
H 4.18033 -1.47692 0.03804
N 0.49853 1.23547 -2.47330
C 0.67534 1.19361 -3.62948
N 0.98793 1.27666 -4.86754
C 0.41321 0.63268 -5.86469
N -0.02332 0.10680 -6.80227
*
```

The value obtained for the HOMO energy (alpha / beta) is -2.90 / -4.88 eV. The calculation puts the gap between HOMO and LUMO (alpha / beta) at 0.1976 / 0.2476 hartree. The calculation puts the energy at -2630.9934 hartree.